No. 1
C10H26F2MnN2O3 | ωB97M-V/def2-TZVPD

Results
* spin multiplicity: 6
* DFT total energy: -56655.35603 eV
* net charge: 0
* strongest force on any atom: 9.92 eV Å⁻¹
* ΔE to the lowest compared entry with this formula, charge and spin: 576.8 kJ/mol
* HOMO-LUMO gap (spin up / spin down): 3.51 / 10.01 eV

Geometry (Å):
Mn: -7.094 9.494 -23.557
F: -8.400 10.276 -24.367
F: -7.730 9.942 -22.121
C: -6.694 12.431 -24.095
O: -6.445 11.055 -24.228
C: -5.031 10.755 -24.331
C: -4.857 9.233 -24.117
N: -5.600 8.646 -22.935
C: -5.012 9.193 -21.641
C: -5.792 8.700 -20.413
O: -5.906 9.721 -19.360
C: -4.784 10.045 -18.597
H: -7.594 12.704 -23.544
H: -7.230 12.723 -24.998
H: -5.851 13.097 -23.912
H: -4.469 11.293 -23.567
H: -4.585 11.095 -25.266
H: -3.812 8.986 -23.931
H: -5.108 8.682 -25.024
H: -5.337 7.676 -23.039
H: -4.959 10.282 -21.613
H: -3.987 8.839 -21.532
H: -5.311 7.797 -20.037
H: -6.798 8.601 -20.821
H: -3.871 10.246 -19.157
H: -4.654 9.210 -17.908
H: -5.126 10.862 -17.962
C: -7.017 5.843 -24.552
C: -6.798 7.342 -24.356
C: -7.110 8.121 -25.596
O: -6.707 9.482 -25.333
C: -6.532 10.211 -26.529
N: -7.470 7.784 -23.152
H: -6.518 5.329 -23.730
H: -6.374 5.536 -25.377
H: -8.046 5.549 -24.760
H: -5.721 7.449 -24.225
H: -8.150 8.008 -25.901
H: -6.464 7.665 -26.346
H: -7.405 10.068 -27.165
H: -5.659 9.887 -27.096
H: -6.606 11.296 -26.453
H: -7.048 7.376 -22.330
H: -8.316 7.232 -23.139

***

No. 2
C10H26FHgNNbO2S | ωB97M-V/def2-TZVPD

Results
* spin multiplicity: 1
* DFT total energy: -35638.75507 eV
* net charge: +1
* strongest force on any atom: 5.44 eV Å⁻¹
* HOMO-LUMO gap: 4.84 eV

Geometry (Å):
C: 4.263 0.613 -0.056
C: 2.818 1.058 0.129
C: 1.781 0.001 -0.299
C: 1.865 -1.368 0.376
C: 2.248 -1.292 1.873
Nb: 0.083 -2.729 -0.121
C: -0.979 -1.326 -1.568
C: -1.939 -0.245 -1.078
C: -2.081 0.939 -2.087
C: -1.858 2.286 -1.414
C: -2.966 2.747 -0.464
N: -2.806 2.319 0.955
S: -1.072 -1.872 2.057
O: -2.492 -1.859 1.937
O: -0.535 -0.606 2.666
F: -0.756 -2.853 3.235
H: 4.702 0.321 0.889
H: 4.346 -0.198 -0.769
H: 4.859 1.442 -0.418
H: 2.622 1.327 1.173
H: 2.610 1.953 -0.456
H: 0.773 0.468 -0.163
H: 1.913 -0.150 -1.368
H: 2.680 -1.901 -0.122
H: 3.323 -1.238 2.012
H: 1.835 -0.393 2.344
H: 1.848 -2.129 2.430
H: 0.854 -3.976 0.975
H: -1.368 -3.837 -0.252
H: 0.990 -3.498 -1.466
H: -1.582 -1.972 -2.209
H: -0.210 -0.904 -2.215
H: -1.587 0.221 -0.151
H: -2.906 -0.684 -0.857
H: -3.043 0.957 -2.589
H: -1.312 0.823 -2.842
H: -0.904 2.231 -0.865
H: -1.720 3.069 -2.154
H: -3.005 3.829 -0.506
H: -3.932 2.384 -0.795
H: -2.801 3.110 1.593
H: -3.589 1.735 1.240
Hg: -0.973 1.195 1.401

***

No. 3
C10H26FeN2O7P | ωB97M-V/def2-TZVPD

Results
* spin multiplicity: 5
* DFT total energy: -71778.58752 eV
* net charge: -1
* strongest force on any atom: 8.78 eV Å⁻¹
* ΔE to the lowest compared entry with this formula, charge and spin: 433.7 kJ/mol
* HOMO-LUMO gap (spin up / spin down): 3.28 / 3.26 eV

Geometry (Å):
Fe: -1.632 -2.281 6.341
P: -0.658 -2.896 3.961
O: -0.246 -3.298 5.393
O: -0.647 -4.368 3.457
O: 0.569 -2.323 3.223
O: -1.807 -2.030 4.415
C: -5.526 -1.062 6.411
C: -4.342 -1.931 6.797
C: -4.228 -3.209 5.974
O: -2.935 -3.810 6.173
C: -2.910 -5.209 5.886
N: -3.339 -0.987 6.501
H: -6.495 -1.560 6.436
H: -5.464 -0.538 5.457
H: -5.665 -0.231 7.103
H: -4.277 -2.203 7.850
H: -4.410 -3.120 4.903
H: -4.984 -3.917 6.314
H: -1.932 -5.671 6.023
H: -3.131 -5.302 4.823
H: -3.704 -5.708 6.442
H: -3.493 -0.570 5.594
H: -3.545 -0.155 7.036
C: 2.710 2.022 7.242
O: 1.423 1.562 6.969
C: 0.745 1.065 8.131
C: -0.395 0.286 7.669
N: -0.112 -0.890 6.873
C: 0.800 -1.921 7.605
C: -0.092 -2.633 8.658
O: -1.300 -3.114 8.206
C: -2.152 -3.557 9.347
H: 3.395 1.194 7.427
H: 2.654 2.659 8.124
H: 3.134 2.523 6.372
H: 0.378 1.983 8.590
H: 1.313 0.508 8.877
H: -0.871 1.101 7.124
H: -1.091 0.057 8.475
H: 0.431 -0.451 6.143
H: 1.710 -1.547 8.074
H: 1.231 -2.511 6.796
H: -0.287 -1.967 9.499
H: 0.426 -3.485 9.099
H: -2.755 -2.736 9.735
H: -1.775 -4.037 10.249
H: -2.666 -4.397 8.879

***

No. 4
C10H26O5Si2 | ωB97M-V/def2-TZVPD

Results
* spin multiplicity: 1
* DFT total energy: -36787.38384 eV
* net charge: 0
* strongest force on any atom: 8.03 eV Å⁻¹
* ΔE to the lowest compared entry with this formula, charge and spin: 442.7 kJ/mol
* HOMO-LUMO gap: 9.87 eV

Geometry (Å):
O: 0.900 3.320 2.984
O: 1.507 -2.187 -2.855
O: 0.148 0.858 1.929
O: 0.342 -0.488 -1.120
O: -1.866 -1.091 0.470
C: 1.885 3.400 2.027
C: 0.532 -1.640 -3.711
C: 1.111 1.194 0.966
C: -0.348 0.154 -2.156
C: 2.266 2.033 1.489
C: 0.292 -0.159 -3.503
C: -2.200 1.657 0.599
C: -2.169 -0.113 2.861
C: -1.107 -3.039 -0.987
C: 0.918 -2.375 1.021
Si: -1.263 0.200 1.261
Si: -0.401 -1.619 -0.080
H: 0.355 2.524 2.792
H: 1.391 -1.695 -2.023
H: 2.721 3.875 2.565
H: 1.582 4.123 1.265
H: -0.415 -2.190 -3.643
H: 0.900 -1.823 -4.746
H: 1.497 0.229 0.575
H: 0.587 1.703 0.146
H: -1.425 -0.032 -2.109
H: -0.307 1.247 -1.977
H: 2.694 1.444 2.322
H: 3.031 2.173 0.715
H: 1.278 0.362 -3.507
H: -0.278 0.248 -4.359
H: -3.139 1.905 1.097
H: -2.400 1.346 -0.435
H: -1.569 2.561 0.538
H: -1.503 -0.741 3.502
H: -2.270 0.841 3.365
H: -3.140 -0.619 2.760
H: -1.486 -3.846 -0.348
H: -0.310 -3.436 -1.609
H: -1.931 -2.794 -1.658
H: 1.124 -1.664 1.803
H: 1.807 -2.455 0.412
H: 0.660 -3.389 1.361

***

No. 5
C10H27AgN2O5S2 | ωB97M-V/def2-TZVPD

Results
* spin multiplicity: 2
* DFT total energy: -49680.79340 eV
* net charge: +1
* strongest force on any atom: 4.07 eV Å⁻¹
* HOMO-LUMO gap (spin up / spin down): 9.31 / 4.52 eV

Geometry (Å):
Ag: -0.927 26.421 -3.555
N: -1.450 25.454 -6.141
O: -0.541 25.058 -5.450
O: -1.907 24.692 -6.984
O: -1.937 26.519 -5.766
C: 2.438 29.086 -3.269
C: 1.139 28.286 -3.278
N: 1.197 27.122 -2.419
C: 1.385 27.385 -1.024
C: 0.569 28.484 -0.303
C: 2.146 26.233 -3.087
C: 1.923 24.757 -2.545
H: 3.373 28.616 -3.572
H: 2.657 29.467 -2.272
H: 2.380 30.012 -3.841
H: 0.352 28.966 -2.952
H: 0.877 28.099 -4.320
H: 1.046 26.473 -0.532
H: 2.448 27.441 -0.788
H: -0.359 28.595 -0.865
H: 0.478 28.333 0.772
H: 1.095 29.431 -0.182
H: 3.156 26.552 -2.830
H: 2.021 26.321 -4.166
H: 2.392 24.050 -3.229
H: 0.849 24.618 -2.666
H: 2.328 24.682 -1.536
C: -1.997 30.493 -5.130
S: -2.969 29.968 -3.580
O: -2.120 28.771 -3.116
C: -2.484 31.320 -2.401
H: -2.402 31.395 -5.588
H: -1.989 29.638 -5.805
H: -0.941 30.703 -4.956
H: -1.416 31.294 -2.184
H: -3.071 31.090 -1.512
H: -2.689 32.332 -2.749
C: -3.141 25.544 -0.118
S: -2.100 24.214 -0.707
O: -1.724 24.754 -2.054
C: -0.731 24.516 0.499
H: -3.627 25.219 0.802
H: -3.827 25.966 -0.853
H: -2.554 26.445 0.058
H: -0.609 25.578 0.714
H: 0.278 24.190 0.249
H: -1.031 23.951 1.381

***

No. 6
C10H27Cl2O2P2RuS | ωB97M-V/def2-TZVPD

Results
* spin multiplicity: 5
* DFT total energy: -71909.53644 eV
* net charge: +3
* strongest force on any atom: 4.85 eV Å⁻¹
* ΔE to the lowest compared entry with this formula, charge and spin: 0.0 kJ/mol
* HOMO-LUMO gap (spin up / spin down): 6.61 / 3.40 eV

Geometry (Å):
C: -0.972 -3.865 -4.294
C: -0.851 -2.818 -3.224
H: -1.198 -3.346 -5.228
H: -1.796 -4.557 -4.079
H: -0.038 -4.425 -4.415
O: -1.054 -1.628 -3.341
Cl: -0.320 -3.445 -1.625
Ru: 0.093 0.439 0.596
P: -2.137 0.028 0.902
C: -3.328 1.393 0.689
C: -2.577 -1.176 -0.367
H: -3.659 -1.344 -0.361
H: -3.675 -0.892 2.542
H: -2.030 -2.098 -0.146
H: -2.061 -1.690 2.595
H: -3.152 1.884 -0.274
H: -2.238 -0.810 -1.345
C: -2.590 -0.735 2.497
H: -4.355 1.005 0.732
H: -2.277 -0.068 3.308
H: -3.177 2.130 1.485
P: 2.260 0.219 -0.042
C: 3.113 1.682 -0.742
C: 3.403 -0.390 1.250
H: 1.707 -1.859 -1.081
H: 3.295 -1.246 -1.679
H: 1.743 -0.543 -2.264
C: 2.269 -0.980 -1.409
H: 3.040 -1.354 1.616
H: 4.419 -0.496 0.856
H: 4.100 1.381 -1.113
H: 3.243 2.470 0.006
H: 3.409 0.321 2.082
H: 2.534 2.088 -1.576
Cl: 0.405 -1.887 1.296
C: 1.101 3.756 1.102
S: 0.025 2.645 0.192
C: 0.156 1.132 2.519
O: -1.215 3.408 -0.128
H: 1.945 3.287 1.607
H: 0.478 4.273 1.832
H: 1.495 4.487 0.391
H: -0.811 1.563 2.823
H: 0.332 0.203 3.077
H: 0.946 1.857 2.739

***

No. 7
C10H27Cl2O2P2Sm | ωB97M-V/def2-TZVPD

Results
* spin multiplicity: 6
* DFT total energy: -76417.52544 eV
* net charge: +2
* strongest force on any atom: 3.58 eV Å⁻¹
* HOMO-LUMO gap (spin up / spin down): 7.29 / 8.58 eV

Geometry (Å):
C: -0.328 -1.179 -5.547
C: -0.168 -0.787 -4.148
H: -0.579 -2.241 -5.624
H: 0.596 -0.986 -6.105
H: -1.127 -0.584 -6.008
O: -0.507 -1.380 -3.096
Cl: 0.639 0.856 -3.830
Sm: -0.049 0.061 -1.040
P: 2.778 -0.560 -0.450
C: 3.673 -1.882 0.484
C: 3.451 -0.951 -2.107
H: 4.537 -1.028 -2.005
H: 4.956 0.496 -0.238
H: 3.190 -0.158 -2.814
H: 3.658 1.708 -0.538
H: 3.289 -2.870 0.205
H: 3.038 -1.905 -2.461
C: 3.933 0.798 0.006
H: 4.742 -1.816 0.228
H: 3.846 1.011 1.083
H: 3.541 -1.752 1.570
P: -2.797 0.689 -0.093
C: -4.032 -0.118 1.010
C: -3.118 2.394 0.508
H: -3.305 1.299 -2.402
H: -4.775 1.200 -1.402
H: -3.980 -0.287 -1.979
C: -3.814 0.731 -1.620
H: -2.487 3.104 -0.029
H: -4.177 2.622 0.351
H: -4.992 0.411 0.898
H: -3.691 -0.045 2.051
H: -2.895 2.463 1.582
H: -4.148 -1.170 0.740
Cl: 0.357 2.511 -0.813
C: 0.080 0.579 3.924
C: 0.446 -0.345 2.809
O: 0.321 0.329 1.428
H: 0.764 1.427 4.031
H: 0.147 -0.083 4.781
H: -0.958 0.919 3.837
H: 1.470 -0.708 2.834
H: -0.219 -1.193 2.719
H: 0.161 1.272 1.570

***

No. 8
C10H27I2IrO2P2Si | ωB97M-V/def2-TZVPD

Results
* spin multiplicity: 5
* DFT total energy: -60383.45834 eV
* net charge: +2
* strongest force on any atom: 5.99 eV Å⁻¹
* ΔE to the lowest compared entry with this formula, charge and spin: 54.1 kJ/mol
* HOMO-LUMO gap (spin up / spin down): 8.60 / 4.01 eV

Geometry (Å):
I: -4.653 3.135 -1.482
I: 0.384 0.154 -2.785
Ir: -0.934 0.545 -0.748
P: 0.190 2.621 -0.414
C: -0.601 3.967 -1.330
C: 0.244 3.016 1.368
H: 0.886 3.887 1.571
H: 2.499 3.443 -0.682
H: 0.623 2.147 1.927
H: 2.459 1.666 -0.489
H: -1.640 4.074 -0.983
H: -0.778 3.241 1.700
C: 1.952 2.527 -0.952
H: -0.049 4.908 -1.189
H: 1.989 2.406 -2.044
H: -0.634 3.711 -2.398
P: -1.818 -1.669 -0.974
C: -3.258 -1.734 -2.081
C: -0.564 -2.826 -1.667
H: -1.432 -2.201 1.360
H: -2.561 -3.382 0.607
H: -3.134 -1.740 1.036
C: -2.278 -2.320 0.665
H: 0.370 -2.790 -1.088
H: -0.944 -3.858 -1.670
H: -3.614 -2.766 -2.203
H: -2.994 -1.320 -3.064
H: -0.339 -2.534 -2.704
H: -4.062 -1.117 -1.657
C: -2.082 1.118 -2.017
O: -2.769 1.351 -2.954
C: 3.462 -0.157 1.610
Si: 1.741 -1.025 1.518
C: 2.154 -2.886 1.233
C: 0.980 -0.900 3.236
O: 0.638 -0.352 0.558
H: 4.134 -0.560 2.415
H: 3.353 0.924 1.818
H: 4.049 -0.227 0.674
H: 2.806 -3.338 2.027
H: 1.235 -3.501 1.213
H: 2.674 -3.090 0.277
H: 0.749 0.149 3.446
H: 0.011 -1.410 3.232
H: 1.554 -1.289 4.087